{"formula": "C6H10F3NO", "method": "ωB97M-V/def2-TZVPD", "elements": ["C", "H", "C", "N", "F", "F", "O", "H", "H", "H", "H", "H", "H", "F", "H", "C", "C", "C", "H", "H", "C"], "positions_angstrom": [[1.142570, 1.534220, 0.157904], [1.095093, 0.518443, -1.733859], [-1.987897, -0.565198, 0.129423], [-2.030365, -1.192501, -1.001016], [3.755561, 0.191064, -1.587209], [2.866518, -1.243503, -0.189469], [-2.020378, -2.873551, 1.025190], [-0.205118, 2.411474, -1.221311], [-2.301439, -2.195164, -1.039327], [-0.955974, 2.271157, 0.386860], [1.638346, 1.686854, 1.101579], [-0.640547, -1.104485, 1.424527], [0.228792, 3.505818, 0.162189], [3.564349, 0.554388, 0.525918], [-2.470549, -0.634524, -1.790085], [1.659784, 0.709175, -0.807212], [-1.717560, -1.520079, 1.298575], [-0.058377, 2.414913, -0.146020], [-2.009481, -3.423594, 1.820966], [-2.451599, -1.055120, 2.062744], [2.898276, 0.010204, -0.580373]], "forces_ev_per_angstrom": [[-0.34, -0.61, -2.13], [0.54, 0.19, 0.43], [0.72, -0.32, 1.41], [-2.62, -0.02, -2.37], [0.05, -0.67, -0.66], [-0.69, -1.78, -1.07], [0.68, -0.01, 0.14], [-0.41, 0.04, -0.02], [0.70, 0.50, 0.04], [-0.97, -0.88, 0.60], [0.20, -0.18, 0.09], [-1.15, -1.47, 0.62], [-0.26, -1.73, -0.70], [-0.23, 0.59, -0.49], [1.25, -1.03, 1.10], [-2.80, 1.50, 1.40], [-1.24, 2.94, -0.24], [2.35, 2.17, 0.07], [0.11, 0.39, -0.19], [1.55, -0.98, -0.51], [2.54, 1.36, 2.49]], "nbo_charge": [-0.06, 0.23, 0.08, -0.77, -0.32, -0.31, -0.75, 0.21, 0.38, 0.25, 0.22, 0.21, 0.21, -0.37, 0.39, -0.36, -0.22, -0.65, 0.49, 0.20, 0.95], "homo_lumo_gap_ev": 9.162, "lumo_energy_ev": 0.69, "e_tot_ha": -664.09476, "charge": 0, "mol_weight_g_mol": 169.15}